Entry 1:
# C33H39BCeN17O4S2

A structure of composition C33H39BCeN17O4S2 at a distorted geometry (the ωB97M-V functional and the def2-TZVPD basis, OMol25).

The energy relative to the best compared isomer or geometry (same formula, charge and spin) is 2.397 eV. The calculation puts the total energy at -103626.645 eV.

Geometry as ORCA input:
```
! RIJCOSX wB97M-V def2-TZVPD def2/J DEFGRID3
* xyz 3 1
H -5.468 -17.467 -1.447
H -3.119 -17.849 -5.530
C -9.607 -14.391 -2.439
H -9.280 -17.998 -9.771
C -9.938 -21.708 -2.316
H -7.213 -18.526 -6.123
H -12.166 -22.732 -6.926
H -12.197 -24.870 -2.405
H -14.643 -26.197 -1.952
C -15.169 -21.403 -7.815
C -4.969 -18.082 -4.434
H -11.416 -14.592 -0.592
C -13.425 -21.069 -3.159
C -9.376 -17.832 -7.589
C -14.979 -20.549 -8.943
O -8.887 -24.313 -3.072
N -5.594 -17.756 -2.428
B -12.197 -19.932 -6.617
N -9.906 -16.308 -3.801
C -14.191 -18.734 -5.759
H -15.004 -28.395 -2.900
H -12.280 -19.314 -1.251
C -8.623 -14.392 -4.626
C -13.370 -24.271 -4.060
H -8.489 -12.771 -3.210
O -14.104 -26.304 -5.458
H -8.105 -13.846 -5.453
H -4.603 -17.499 -6.445
C -12.558 -17.680 0.093
C -8.887 -13.752 -3.408
N -7.273 -18.983 -5.245
N -12.297 -18.175 -4.743
C -9.135 -15.667 -4.744
C -11.563 -15.683 -0.626
H -15.930 -22.094 -7.616
H -14.040 -21.228 -2.200
H -13.054 -16.579 -3.606
H -13.540 -23.864 -1.950
H -12.669 -15.865 1.238
C -11.341 -22.332 -6.360
H -15.426 -17.084 -4.736
C -9.412 -21.959 -5.364
C -6.662 -18.270 -3.038
C -12.039 -18.269 -1.052
C -10.986 -16.366 -1.688
H -8.607 -17.152 -7.269
C -14.495 -17.690 -4.820
O -12.514 -26.719 -3.548
H -16.547 -27.681 -2.571
N -10.094 -20.789 -5.423
H -9.846 -23.979 -6.244
S -13.643 -26.052 -4.116
N -14.134 -21.332 -7.041
C -10.150 -15.670 -2.661
C -12.788 -23.941 -2.732
H -8.426 -21.935 -4.936
H -13.456 -20.021 -3.512
H -15.919 -27.768 -4.180
N -11.202 -17.687 -1.891
N -10.922 -20.760 -2.704
C -10.779 -19.065 -8.703
H -11.305 -19.665 -9.436
N -12.900 -18.986 -5.638
H -13.087 -18.313 0.758
H -8.899 -21.431 -2.152
N -11.795 -22.838 -2.662
N -10.194 -18.381 -6.675
C -15.014 -26.240 -2.958
S -8.156 -18.715 -2.214
H -9.054 -16.129 -5.678
N -6.347 -18.405 -4.326
N -13.254 -20.499 -7.561
H -14.742 -19.220 -6.489
H -12.593 -24.062 -4.848
N -4.524 -17.706 -3.308
H -13.281 -19.253 -9.289
C -13.808 -19.941 -8.700
C -12.040 -21.456 -2.829
H -15.558 -20.343 -9.805
Ce -10.166 -18.723 -4.175
N -9.762 -24.135 -2.246
C -15.644 -27.559 -3.146
C -10.133 -22.941 -5.996
H -15.688 -25.435 -3.157
C -12.319 -16.353 0.343
H -14.348 -23.850 -4.273
H -4.106 -19.158 -6.057
C -9.728 -18.224 -8.872
H -9.770 -13.905 -1.491
C -4.173 -18.118 -5.668
C -13.284 -17.363 -4.242
N -11.348 -21.058 -5.917
H -7.024 -19.960 -5.412
H -13.728 -21.636 -3.950
O -10.046 -24.911 -1.355
N -11.079 -19.124 -7.389
C -10.495 -22.920 -2.380
*
```

---

Entry 2:
# C33H39ClIN5OOsS

A structure of composition C33H39ClIN5OOsS (the ωB97M-V functional and the def2-TZVPD basis, OMol25).

The energy relative to the best compared isomer or geometry (same formula, charge and spin) is 4.413 eV. The calculation puts the total energy at -78259.622 eV.

Geometry as ORCA input:
```
! RIJCOSX wB97M-V def2-TZVPD def2/J DEFGRID3
* xyz 2 5
H -3.102 -1.093 -3.099
H -3.162 5.505 -1.908
C -2.890 0.395 1.042
C -1.665 -3.064 -2.334
C -1.669 2.481 -1.842
H 0.617 4.378 -3.452
H -4.747 1.342 -0.542
H 0.985 0.171 -4.324
H 1.362 4.000 0.322
H 2.667 1.302 -2.703
C 1.845 1.777 -2.163
C 1.406 -4.492 0.264
C 0.268 -3.576 0.736
N -0.182 2.664 0.334
H -4.598 3.508 -3.582
C -0.941 3.762 2.768
H -4.550 4.261 -1.231
H 5.624 -0.573 -0.734
N -1.742 1.153 -1.171
H -0.726 0.532 -4.127
H 6.127 -0.975 2.107
H 4.363 0.734 2.933
I -4.057 -1.252 0.508
H 2.163 -3.931 -0.290
H -0.331 -4.864 2.364
H -1.217 4.160 3.735
H 2.181 2.751 -1.806
C -2.587 1.868 2.964
C 3.357 0.129 1.255
C -2.708 3.431 -1.698
C -4.756 2.403 -0.306
H -2.247 -3.364 -3.193
H -0.994 6.144 -2.855
H 0.184 -0.244 -2.823
C 0.066 4.319 2.035
H 0.073 -1.812 2.010
Cl -3.041 2.310 4.557
C -4.216 3.247 -1.449
N -0.713 -1.709 -0.708
C -1.628 2.633 2.261
N 4.412 0.258 2.048
H -4.237 2.584 0.638
C -1.284 2.199 0.974
H -4.647 1.826 -3.047
H -5.802 2.673 -0.154
C 5.114 -0.933 0.155
C 5.643 -0.264 1.443
C 0.830 -2.535 1.685
C -4.896 2.849 -2.767
C -2.029 1.176 0.274
C -2.399 4.749 -2.039
N 3.702 -0.520 0.148
C 0.234 0.506 -3.607
H 6.335 0.549 1.229
C -0.980 -3.850 -1.476
C 0.622 1.875 -3.068
C -0.496 2.791 -2.556
C -0.287 4.122 -2.912
H -5.979 2.913 -2.657
C -0.793 -4.409 1.486
H 0.982 2.426 -3.939
H 0.599 5.192 2.385
H -3.802 0.148 2.977
C -1.558 -1.719 -1.845
C 0.466 3.682 0.843
H 3.056 -0.703 -0.600
H -1.196 -5.209 0.867
H -0.882 -4.922 -1.504
Os 0.185 0.084 0.096
H 1.674 1.171 -1.260
C -1.192 5.112 -2.599
H -1.622 -3.782 1.820
C -3.119 0.750 2.394
C -0.427 -2.995 -0.467
H 1.887 -4.944 1.133
H 1.675 -2.008 1.244
O -2.737 0.424 -1.893
S 1.812 0.728 1.711
H 1.198 -3.023 2.590
C -2.433 -0.804 -2.297
H 1.051 -5.302 -0.372
H 5.190 -2.017 0.193
*
```